1.
Here is C43H35GeN2O3RhS3 as an isolated structure from the Open Molecules 2025 dataset. Energies are from ωB97M-V with the def2-TZVPD basis set.

```
88
Properties=species:S:1:pos:R:3:forces:R:3:mulliken_charge:R:1
Rh 1.12856 0.51150 0.75426 -0.0029 0.3444 0.3799 0.321
S 1.74863 2.61318 0.16021 0.0494 -0.1771 -0.0656 -0.412
C 1.03788 3.66446 1.36661 -0.0166 0.0495 0.0477 0.497
C 1.12991 5.04769 1.14799 -0.0024 -0.0466 -0.0096 -0.742
C 0.62636 5.96210 2.05329 0.0187 0.0040 0.0048 -0.555
C 0.00389 5.50292 3.21525 -0.0265 -0.0363 -0.0149 -0.533
C -0.11317 4.14407 3.43598 0.0579 0.0054 -0.0961 -0.599
C 0.39844 3.19359 2.53190 -0.0796 0.0329 0.1101 0.492
S 0.22243 1.49973 2.88175 0.1442 -0.0730 -0.3849 -0.543
H 1.60716 5.38614 0.23419 0.0034 0.0078 0.0181 0.429
H 0.71052 7.02511 1.85513 0.0150 -0.0009 0.0076 0.328
H -0.38952 6.20704 3.94056 -0.0403 -0.0068 -0.0139 0.327
H -0.61654 3.77125 4.32066 0.0297 0.0253 0.0258 0.354
O 2.94064 -0.09531 1.66016 -0.0591 -0.3926 -0.1476 -0.634
N 3.78865 -0.99812 1.19752 0.1006 0.3607 0.2518 -0.645
N 3.32139 -1.72406 0.15531 -0.1292 -0.1210 -0.3383 0.780
O 2.07649 -1.57938 -0.34224 0.1266 0.3212 0.0448 -0.630
C 4.14312 -2.64105 -0.41589 0.0050 0.1029 0.0203 0.304
C 5.51815 -2.72814 -0.06437 -0.0014 -0.1101 0.0177 -0.607
C 6.32352 -3.66991 -0.67304 -0.1202 -0.0372 -0.0162 -0.361
C 5.82452 -4.55606 -1.63208 0.0082 -0.0410 0.0114 -0.589
C 4.47112 -4.47145 -1.97241 0.0825 0.0503 0.0791 -0.583
C 3.63844 -3.53785 -1.38840 0.0778 -0.0138 -0.1326 -0.390
H 5.90840 -2.04689 0.67626 -0.0034 -0.0026 -0.0043 0.420
H 7.37195 -3.72372 -0.39580 0.0013 0.0340 0.0100 0.332
H 6.47114 -5.28780 -2.10209 -0.0056 -0.0031 0.0118 0.354
H 4.06385 -5.16058 -2.70623 -0.0322 0.0377 -0.0188 0.316
H 2.59412 -3.46860 -1.65616 0.0257 0.0381 -0.0316 0.417
O 0.31346 -1.38231 1.57228 -0.2787 0.0234 0.0858 0.062
S 0.30222 -2.61273 0.70469 0.1031 -0.2393 0.1586 0.410
C 1.57417 -3.68303 1.39742 -0.1503 -0.1624 0.1265 0.022
C 2.22991 -3.24865 2.53532 -0.0524 0.1035 0.0594 -0.120
C 3.13956 -4.09499 3.15347 0.0213 -0.0606 -0.0291 -0.861
C 3.38411 -5.35943 2.63420 -0.0210 0.0772 -0.0397 -0.458
C 2.74406 -5.76722 1.47120 0.0052 -0.0917 0.0030 -0.688
C 1.84127 -4.92413 0.84305 -0.0987 0.0227 -0.0225 -0.110
C -1.07463 -3.50964 1.52750 -0.0005 0.1067 0.0905 0.461
C -1.61543 -4.64296 0.93964 0.0492 -0.0170 -0.0675 -0.187
C -2.68239 -5.29630 1.54062 -0.0253 -0.0533 -0.0371 -0.712
C -3.22461 -4.80642 2.72092 0.0264 0.0538 0.0007 -0.375
C -2.69448 -3.65843 3.29597 0.0084 -0.0222 -0.0533 -0.775
C -1.61950 -3.01004 2.70153 -0.0219 0.0436 0.0516 -0.267
H 2.02671 -2.25029 2.90661 0.0532 -0.0167 -0.0023 0.403
H 3.66461 -3.76328 4.04049 -0.0060 0.0388 -0.0174 0.424
H 4.08834 -6.02102 3.12414 0.0243 0.0082 -0.0201 0.369
H 2.95706 -6.74198 1.04898 0.0085 0.0264 -0.0313 0.382
H 1.34801 -5.22519 -0.07419 0.0362 -0.0341 0.0120 0.344
H -1.20474 -5.01368 0.00578 -0.0129 -0.0025 0.0163 0.356
H -3.10259 -6.18275 1.07975 0.0145 0.0033 -0.0090 0.356
H -4.06723 -5.30788 3.18171 0.0025 -0.0066 -0.0010 0.365
H -3.12945 -3.25749 4.20363 0.0284 -0.0024 0.0120 0.391
H -1.19966 -2.10487 3.12348 -0.0072 -0.0094 -0.0231 0.388
C -0.28169 0.48531 -0.61334 0.2760 -0.0802 -0.2145 -1.167
Ge -1.35126 1.87160 -1.35905 -0.3101 0.1452 0.1264 2.417
C -0.56000 3.45198 -2.24113 0.1112 -0.0469 0.0907 0.446
C -0.67907 4.73227 -1.70266 -0.0238 -0.0609 -0.0948 -0.305
C -0.21380 5.84273 -2.39823 -0.0115 -0.0249 0.0074 -0.674
C 0.40758 5.68447 -3.62915 0.0156 -0.0136 0.0281 -0.472
C 0.59038 4.40777 -4.14768 -0.0237 0.0258 0.0136 -0.611
C 0.10237 3.30569 -3.46021 -0.0594 0.0008 0.0241 -0.702
C -2.62704 2.54581 -0.01290 0.0375 -0.1183 0.0900 0.176
C -2.73080 1.81852 1.17407 -0.0172 0.0294 -0.0523 -0.481
C -3.61900 2.19717 2.17354 -0.0275 0.0403 -0.0427 -0.587
C -4.43625 3.30419 1.99308 -0.0053 -0.0758 -0.0416 -0.462
C -4.36078 4.02817 0.80948 -0.0144 0.0183 0.0059 -0.663
C -3.46179 3.65241 -0.17956 0.0397 -0.0271 -0.0459 -0.035
C -2.48277 1.13074 -2.81699 -0.0081 -0.0536 0.0145 -0.230
C -3.29755 1.97389 -3.57554 0.0603 -0.0397 -0.0010 -0.283
C -4.12756 1.47429 -4.57047 -0.0022 0.0087 0.0021 -0.648
C -4.15050 0.11047 -4.83633 -0.0033 0.0052 0.0745 -0.370
C -3.34158 -0.74325 -4.09868 -0.0145 0.0164 -0.0179 -0.583
C -2.52130 -0.23500 -3.09727 0.0159 0.0425 0.0049 -0.249
H -0.09117 -0.35621 -1.28840 -0.0082 -0.0020 0.0179 0.367
H -1.12669 4.85880 -0.72455 -0.0043 0.0548 -0.0065 0.543
H -0.33341 6.83308 -1.97329 0.0175 -0.0060 0.0175 0.375
H 0.75709 6.55171 -4.17809 0.0423 -0.0117 0.0185 0.345
H 1.11422 4.27676 -5.08742 -0.0214 -0.0230 -0.0164 0.369
H 0.24553 2.31072 -3.86964 -0.0191 0.0240 -0.0515 0.341
H -2.08509 0.96113 1.32067 -0.0020 0.0205 0.0548 0.239
H -3.65852 1.63165 3.09703 0.0170 0.0025 -0.0060 0.397
H -5.13713 3.59874 2.76618 0.0279 0.0222 0.0175 0.339
H -4.99904 4.89246 0.66140 0.0089 0.0043 -0.0071 0.366
H -3.40979 4.23901 -1.09138 -0.0070 -0.0045 0.0012 0.208
H -3.27204 3.04325 -3.38788 -0.0311 -0.0091 -0.0247 0.214
H -4.75857 2.14766 -5.14024 0.0127 0.0039 -0.0010 0.371
H -4.80452 -0.28449 -5.60514 0.0238 0.0007 -0.0261 0.336
H -3.35137 -1.80792 -4.30314 0.0051 0.0009 0.0171 0.387
H -1.89593 -0.91070 -2.52361 -0.0301 -0.0107 -0.0067 0.263
```
Forces are in eV/Å.

Output
Total charge   -2
Relative energy (zero: lowest compared OMol25 entry of this formula, charge and spin)   17.6 kJ/mol
Strongest force on any atom   0.51 eV Å⁻¹
Total energy   -146306.171 eV
HOMO (spin up / spin down)   0.391 / -1.621 eV
Lowest unoccupied orbital energy (spin up / spin down)   4.13 / 4.12 eV
Multiplicity   5

---

2.
Here is C35H58ClN15O5PSSc as an isolated structure in a non-equilibrium geometry from the Open Molecules 2025 dataset. Energies are from ωB97M-V with the def2-TZVPD basis set.

```
117
Properties=species:S:1:pos:R:3:forces:R:3:mulliken_charge:R:1
Sc 0.88873 0.14654 -0.32930 2.0282 -1.6067 -0.3355 -0.950
N 4.85816 -1.30262 1.04774 0.5077 0.6011 0.4197 -0.316
C 3.54383 -1.05653 0.96064 -0.2879 0.5037 0.3801 0.498
S 2.65673 -2.02412 -0.11339 -1.4904 -0.1314 -0.8930 -0.586
N 3.05407 -0.14101 1.78931 1.1023 1.0809 -0.0386 -1.166
N 1.73811 0.19667 1.75964 -0.3779 0.1773 1.8178 1.007
C 1.37774 0.91483 2.82430 2.8422 -0.9335 -2.6812 -0.563
C 0.09836 0.85612 3.40323 -2.5158 -0.5926 -0.0507 0.689
C 0.02848 0.27730 4.66883 -0.2055 -0.3293 0.5865 -0.836
C -1.20540 0.17862 5.28889 -1.0347 0.6339 -0.2842 -0.296
C -2.33034 0.79048 4.67616 1.3227 -0.7075 -0.0428 -0.857
C -2.14907 1.26936 3.38214 -0.6724 -0.0214 -0.4558 -0.227
N -0.99643 1.18805 2.68888 0.2656 0.9331 1.3501 -0.153
H 5.31036 -1.92019 0.39329 -0.2667 0.0417 -0.0068 0.237
H 5.45132 -0.60990 1.49807 -0.3295 -0.3356 -0.0487 0.234
H 2.14841 1.42273 3.39661 0.3314 -0.5869 0.1833 0.374
H 0.88646 -0.20063 5.15604 -0.1257 0.5447 -0.3680 0.439
H -1.30895 -0.32710 6.25013 0.0576 0.1906 -0.2741 0.451
H -3.28959 0.79485 5.17450 0.0004 0.1824 -0.1422 0.423
H -2.96608 1.75724 2.82919 0.2233 -0.4801 0.3416 0.441
C -1.81516 3.52024 -1.67465 0.6904 0.0663 -0.5133 -1.652
C -0.92350 2.30127 -1.61483 -0.1760 -0.0144 3.2328 -0.097
N -0.46799 1.85267 -0.45017 -0.9466 2.6858 -0.6813 1.758
O -0.57156 2.81644 0.59180 0.1769 -0.7118 -1.4481 -0.733
C -0.66964 1.42294 -2.73080 0.7743 -1.1110 -1.2211 0.198
C -1.21656 1.73259 -4.08890 -0.4845 -0.2543 0.0785 -1.512
N 0.05960 0.37414 -2.47527 -0.9739 0.6949 -0.8231 1.064
O 0.18341 -0.51808 -3.52618 2.1597 0.6042 0.7994 -0.663
H -1.53773 4.23711 -2.47889 -0.2042 -0.6502 0.3796 0.389
H -1.72591 4.02029 -0.71963 -0.2354 0.1490 -0.0348 0.472
H -2.85494 3.18431 -1.82697 0.3591 0.1252 -0.0535 0.361
H -0.73631 2.28600 1.41195 -0.0750 -0.6177 0.3721 0.449
H -0.58437 2.41541 -4.68286 -0.0117 -0.3359 0.3764 0.279
H -2.21037 2.21075 -4.01758 0.4355 -0.3571 -0.0487 0.449
H -1.26993 0.75749 -4.57704 -0.2251 0.4288 -0.3942 0.419
N 5.11738 3.64134 -1.66518 1.3285 0.0469 0.5609 -0.397
C 3.97205 3.10500 -2.36677 -0.1670 -0.9395 -1.5788 -0.975
P 3.92296 1.25116 -1.92957 -0.0387 -0.7515 -0.2377 0.637
O 5.23049 0.81876 -1.27340 -2.1808 1.2360 -1.1148 -0.850
O 2.56893 0.92162 -1.21402 0.4263 0.9054 0.1842 0.547
C 3.54360 0.61950 -3.62469 0.9306 -0.8784 -0.3574 -0.618
N 2.93110 -0.75061 -3.60945 1.3380 -0.6559 1.4128 -0.547
H 5.81013 2.88864 -1.45274 -0.6927 0.0734 -0.3260 0.408
H 4.84799 4.05383 -0.49091 0.4842 1.0353 -0.0270 0.209
H 5.64052 4.30888 -2.23421 -0.2979 0.1705 0.2851 0.353
H 4.11077 3.27084 -3.47912 0.0410 -0.7578 1.0557 0.458
H 3.02168 3.62882 -2.21460 0.2463 -0.0567 0.7694 0.322
H 4.45641 0.60699 -4.30027 -1.0274 0.3682 0.8823 0.396
H 2.78455 1.28686 -4.02703 0.1289 0.3377 -0.1650 0.259
H 1.25700 -0.66198 -3.55986 -1.3234 -0.2868 -0.2186 0.512
H 3.20636 -1.19973 -2.68640 -0.6427 0.4671 -1.1243 0.121
H 3.48202 -1.31363 -4.27553 -0.8021 0.2078 0.1533 0.337
C 3.54363 6.01761 2.82530 -0.6740 0.8097 -0.6220 -0.742
N 3.36582 4.53617 2.74793 1.1216 -0.0838 -1.4410 0.185
C 3.48131 4.13645 1.32405 -0.7189 3.5808 0.3094 -0.694
N 4.79617 4.60341 0.70050 -0.9897 -0.3407 0.3793 0.233
C 4.82511 6.08799 0.77988 -0.8200 0.3658 1.8989 -0.592
N 4.80127 6.49559 2.22897 -0.6950 -1.4386 -0.7426 0.068
C 5.86393 5.81228 2.94740 1.4807 1.0670 1.3472 -0.917
N 5.87216 4.34743 2.94921 -1.5053 0.8996 -2.7324 -0.048
C 4.51337 3.92287 3.41790 0.9396 0.5107 2.3917 -0.673
C 5.95735 4.06980 1.47483 -1.1543 -1.9174 1.8529 -0.722
H 3.50835 6.31083 3.87754 0.0940 -0.0958 -0.1165 0.395
H 2.75444 6.60360 2.29368 0.0891 -0.9783 0.4287 0.293
H 2.66157 4.70219 0.80895 0.7494 -0.4091 0.0920 0.435
H 3.28872 3.13140 1.13114 0.1932 -2.0180 0.0789 0.061
H 3.93826 6.55226 0.29122 0.7505 -0.4609 0.0892 0.339
H 5.75999 6.42517 0.38862 0.5027 0.3587 -0.5889 0.392
H 5.81437 6.10506 4.00749 0.0397 0.2845 -0.3667 0.410
H 6.80960 6.17767 2.52308 -0.0168 -0.2097 0.3013 0.384
H 4.50468 4.24181 4.51598 -0.1930 -0.5775 -1.3581 0.390
H 4.47561 2.83686 3.37150 -0.2137 -0.0931 -0.0947 0.288
H 5.86928 2.98138 1.42395 0.3462 -0.0536 -0.5231 0.392
H 6.89956 4.42284 1.09960 0.3078 0.2261 -0.3550 0.421
C -1.32725 -6.69805 -1.52427 1.6061 1.4949 -0.6278 -1.844
C -2.57732 -5.84820 -1.89464 0.3811 -0.1734 -0.7460 2.066
C -3.35567 -6.90086 -2.69781 -2.0743 -0.5790 0.9721 -1.713
C -2.22262 -4.62739 -2.78309 1.1344 -0.0688 -0.9187 -1.568
C -3.41271 -5.34331 -0.69956 -0.8410 0.1983 0.4742 0.840
O -3.84771 -6.51877 -0.01486 -0.6886 0.2271 0.4472 -0.659
C -4.65985 -4.40711 -1.09708 1.2957 1.1790 -0.4494 0.947
C -5.88226 -4.38853 -0.11619 2.6278 -2.8539 -1.0466 -1.434
C -6.43397 -3.13310 0.31020 -0.7224 1.7883 0.5607 0.304
C -7.38670 -3.15335 1.34214 0.3148 -0.4518 0.5683 -0.623
C -7.96757 -2.02260 1.83182 0.8677 1.9493 -1.2817 -0.815
C -7.65384 -0.78918 1.16040 -0.5746 -1.3859 -0.2833 0.496
Cl -8.70928 0.51510 1.53251 0.0883 0.7583 0.1686 -0.213
C -6.76180 -0.72913 0.08872 -0.4409 -1.2550 1.6114 -1.258
C -6.10441 -1.92669 -0.25876 -0.0709 1.3048 -0.5967 0.421
C -2.51484 -4.59615 0.37454 -0.3953 0.3244 0.0396 -2.158
N -1.99177 -3.23042 -0.00899 -0.5325 1.7963 -1.2465 0.348
C -0.77878 -2.70198 0.00814 0.6495 -0.7908 0.7218 -0.430
N -0.74739 -1.37646 -0.25071 -0.4593 -1.1887 0.0151 1.042
C -2.05239 -1.13681 -0.50976 -2.3791 0.0239 0.0155 -1.303
N -2.85835 -2.19387 -0.40769 1.8325 0.5727 0.9424 -0.373
H -0.96877 -7.06802 -2.49811 0.0461 0.0035 0.3556 0.522
H -1.43982 -7.57354 -0.89908 -0.5887 0.0619 0.2830 0.332
H -0.44779 -6.10671 -1.14977 -0.7947 -0.2872 -0.0255 0.277
H -2.80080 -7.31234 -3.54115 -0.1007 0.4174 -0.0593 0.516
H -4.36909 -6.54298 -2.99613 0.7563 -0.1576 -0.2627 0.316
H -3.58368 -7.77205 -2.01561 0.4037 0.8199 -0.7364 0.391
H -2.08828 -4.88053 -3.86110 -0.0573 -0.1626 0.7828 0.446
H -1.28635 -4.11003 -2.50062 -0.1731 -0.4486 0.1080 0.206
H -2.95873 -3.83812 -2.77973 -0.4926 -0.0079 0.1063 0.188
H -4.78392 -6.69064 -0.25068 0.8887 0.1191 0.2356 0.510
H -4.95465 -4.67275 -2.15793 0.2509 0.5580 1.2393 0.545
H -4.19867 -3.35871 -1.02834 -1.1447 -1.8596 -0.9047 -0.352
H -5.47910 -4.95353 0.73698 -0.7298 0.0175 0.1915 0.566
H -6.64793 -4.97437 -0.60505 -0.4373 -0.3999 0.2113 0.463
H -7.61730 -4.08891 1.83912 0.0153 -0.1414 -0.1757 0.405
H -8.64031 -1.98341 2.66950 -0.2108 -0.2166 0.0432 0.442
H -6.57471 0.18792 -0.42438 0.0364 0.4160 -0.2331 0.472
H -5.35602 -1.81782 -1.04584 -0.2979 -0.4123 0.1910 0.360
H -1.67249 -5.23651 0.67662 -0.1502 0.4244 -0.2654 0.406
H -3.10899 -4.38489 1.27798 0.0189 -0.2798 -0.3882 0.239
H 0.07179 -3.30628 0.25572 0.3863 0.0626 0.0705 0.651
H -2.51033 -0.13019 -0.69726 0.7327 -1.2112 0.0322 0.531
```
Forces are in eV/Å.

Output
Total charge   +2
Relative energy (zero: lowest compared OMol25 entry of this formula, charge and spin)   133.0 kJ/mol
Strongest force on any atom   4.02 eV Å⁻¹
Total energy   -123159.380 eV
HOMO   -11.798 eV
Lowest unoccupied orbital energy   -6.19 eV

---

3.
Here is an isolated molecule of C4H7NO2 from the Open Molecules 2025 dataset. Energies are from ωB97M-V with the def2-TZVPD basis set.

```
14
Properties=species:S:1:pos:R:3:forces:R:3:nbo_charge:R:1
C 1.11645 1.04455 0.65480 -0.0378 0.1124 -0.0140 -0.607
C 0.43733 -0.23800 0.16829 -0.0744 0.0612 0.1295 -0.419
C -0.32209 -0.85404 1.36397 0.1038 0.0340 0.4672 0.465
O -0.41897 -0.31163 2.43265 0.2442 -0.4362 -0.3881 -0.511
C -0.78326 -0.08147 -0.74338 -0.3325 0.0349 0.0758 0.674
N -0.75985 -0.51950 -2.03167 -0.0048 0.0614 -0.0718 -0.819
O -1.83855 0.25480 -0.22787 0.2123 0.1200 -0.3012 -0.605
H 0.37208 1.82030 0.84309 0.0690 -0.0531 -0.0597 0.233
H 1.58509 0.82562 1.61888 -0.0044 0.0881 -0.1865 0.233
H 1.88453 1.42740 -0.02326 -0.2239 -0.1343 -0.0569 0.210
H 1.17559 -0.93062 -0.26679 -0.3328 0.0192 0.2172 0.224
H -0.85071 -1.80375 1.14835 0.1266 0.0362 0.0638 0.120
H 0.06010 -0.53350 -2.61411 0.0566 -0.0837 0.2243 0.398
H -1.66427 -0.50558 -2.48227 0.1981 0.1398 -0.0995 0.406
```
Forces are in eV/Å.

Output
Total charge   0
Relative energy (zero: lowest compared OMol25 entry of this formula, charge and spin)   76.7 kJ/mol
Strongest force on any atom   0.63 eV Å⁻¹
Total energy   -9846.485 eV
SMILES   C[C@@H](C=O)C(N)=O
HOMO   -9.841 eV
Lowest unoccupied orbital energy   0.70 eV